DFT (ωB97M-V with the def2-TZVPD basis set) results for a 12-piece molecular cluster, C32H87O12 overall in a non-equilibrium geometry.

Last columns: bonded neighbours and bond lengths (Å).
Geometry (Å):
1 C -13.042 -17.789 -6.998  C2 1.564, H5 1.090, H6 1.090, H7 1.090
2 C -14.522 -17.906 -7.491  C1 1.564, C3 1.506, O4 1.366, H8 1.090
3 C -15.255 -19.019 -6.789  C2 1.506, H9 1.090, H10 1.090, H11 1.090
4 O -15.142 -16.693 -7.593  C2 1.366
5 H -13.004 -17.434 -5.969  C1 1.090
6 H -12.405 -17.160 -7.620  C1 1.090
7 H -12.634 -18.799 -6.948  C1 1.090
8 H -14.400 -18.266 -8.512  C2 1.090
9 H -16.220 -19.254 -7.238  C3 1.090
10 H -15.346 -18.896 -5.710  C3 1.090
11 H -14.689 -19.947 -6.873  C3 1.090
12 C -13.652 -25.194 -6.550  C13 1.550, H16 1.090, H17 1.090, H18 1.090
13 C -12.602 -25.356 -7.679  C12 1.550, C14 1.524, O15 1.426, H19 1.090
14 C -12.372 -24.126 -8.550  C13 1.524, H20 1.090, H21 1.090, H22 1.090
15 O -11.370 -25.648 -7.023  C13 1.426, H23 0.960
16 H -13.616 -26.083 -5.919  C12 1.090
17 H -14.657 -25.128 -6.966  C12 1.090
18 H -13.489 -24.359 -5.869  C12 1.090
19 H -12.856 -26.218 -8.295  C13 1.090
20 H -11.602 -24.441 -9.254  C14 1.090
21 H -12.003 -23.304 -7.937  C14 1.090
22 H -13.256 -23.829 -9.114  C14 1.090
23 H -11.186 -25.010 -6.330  O15 0.960
24 C -9.011 -12.391 -6.155  C25 1.537, H28 1.090, H29 1.090, H30 1.090
25 C -10.278 -11.842 -5.479  C24 1.537, C26 1.536, O27 1.439, H31 1.090
26 C -10.023 -10.510 -4.757  C25 1.536, H32 1.090, H33 1.090, H34 1.090
27 O -11.255 -11.574 -6.501  C25 1.439, H35 0.960
28 H -8.171 -12.511 -5.471  C24 1.090
29 H -8.582 -11.628 -6.804  C24 1.090
30 H -9.134 -13.206 -6.869  C24 1.090
31 H -10.606 -12.620 -4.790  C25 1.090
32 H -10.552 -10.442 -3.807  C26 1.090
33 H -10.229 -9.565 -5.260  C26 1.090
34 H -8.992 -10.504 -4.405  C26 1.090
35 H -12.088 -11.812 -6.088  O27 0.960
36 C -8.808 -21.237 -2.527  C37 1.510, H40 1.090, H41 1.090, H42 1.090
37 C -9.956 -22.006 -1.918  C36 1.510, C38 1.535, O39 1.332, H43 1.090
38 C -11.309 -21.280 -1.895  C37 1.535, H44 1.090, H45 1.090, H46 1.090
39 O -10.067 -23.134 -2.616  C37 1.332, H47 0.960
40 H -9.041 -20.686 -3.438  C36 1.090
41 H -7.897 -21.768 -2.801  C36 1.090
42 H -8.420 -20.489 -1.835  C36 1.090
43 H -9.761 -22.336 -0.897  C37 1.090
44 H -11.293 -20.295 -1.428  C38 1.090
45 H -12.097 -21.829 -1.380  C38 1.090
46 H -11.713 -21.133 -2.896  C38 1.090
47 H -10.702 -23.736 -2.220  O39 0.960
48 C -3.597 -20.264 -8.283  C49 1.559, H52 1.090, H53 1.090, H54 1.090
49 C -4.541 -21.105 -9.195  C48 1.559, C50 1.493, O51 1.399, H55 1.090
50 C -5.923 -21.143 -8.631  C49 1.493, H56 1.090, H57 1.090, H58 1.090
51 O -4.590 -20.462 -10.436  C49 1.399, H59 0.960
52 H -3.764 -19.189 -8.357  C48 1.090
53 H -2.530 -20.394 -8.463  C48 1.090
54 H -3.667 -20.525 -7.227  C48 1.090
55 H -4.054 -22.071 -9.328  C49 1.090
56 H -6.691 -21.531 -9.300  C50 1.090
57 H -6.172 -20.114 -8.374  C50 1.090
58 H -5.951 -21.657 -7.669  C50 1.090
59 H -4.969 -19.608 -10.215  O51 0.960
60 C -18.108 -20.624 0.449  C61 1.552, H64 1.090, H65 1.090, H66 1.090
61 C -18.430 -21.861 1.329  C60 1.552, C62 1.512, O63 1.426, H67 1.090
62 C -17.169 -22.669 1.538  C61 1.512, H68 1.090, H69 1.090, H70 1.090
63 O -18.772 -21.427 2.643  C61 1.426, H71 0.960
64 H -18.940 -19.920 0.414  C60 1.090
65 H -17.903 -20.971 -0.564  C60 1.090
66 H -17.243 -20.110 0.867  C60 1.090
67 H -19.284 -22.367 0.877  C61 1.090
68 H -17.372 -23.529 2.176  C62 1.090
69 H -16.404 -22.089 2.054  C62 1.090
70 H -16.662 -23.046 0.650  C62 1.090
71 H -17.926 -21.183 3.026  O63 0.960
72 C -16.341 -17.912 -16.040  C73 1.525, H76 1.090, H77 1.090, H78 1.090
73 C -17.315 -18.071 -14.877  C72 1.525, C74 1.563, O75 1.416, H79 1.090
74 C -16.935 -19.313 -14.007  C73 1.563, H80 1.090, H81 1.090, H82 1.090
75 O -17.215 -16.897 -14.092  C73 1.416, H83 0.960
76 H -15.330 -17.606 -15.774  C72 1.090
77 H -16.626 -17.167 -16.783  C72 1.090
78 H -16.203 -18.852 -16.573  C72 1.090
79 H -18.308 -18.191 -15.312  C73 1.090
80 H -17.680 -19.416 -13.219  C74 1.090
81 H -15.917 -19.190 -13.638  C74 1.090
82 H -16.883 -20.165 -14.686  C74 1.090
83 H -17.836 -16.979 -13.365  O75 0.960
84 C -15.690 -13.838 -1.117  C85 1.504, H88 1.090, H89 1.090, H90 1.090
85 C -16.728 -14.038 -2.187  C84 1.504, C86 1.503, O87 1.420, H91 1.090
86 C -18.063 -13.462 -1.809  C85 1.503, H92 1.090, H93 1.090, H94 1.090
87 O -16.264 -13.306 -3.311  C85 1.420, H95 0.960
88 H -16.088 -13.251 -0.290  C84 1.090
89 H -14.846 -13.207 -1.397  C84 1.090
90 H -15.302 -14.819 -0.841  C84 1.090
91 H -16.799 -15.115 -2.344  C85 1.090
92 H -18.703 -13.482 -2.691  C86 1.090
93 H -18.066 -12.411 -1.519  C86 1.090
94 H -18.549 -14.066 -1.043  C86 1.090
95 H -16.380 -13.875 -4.075  O87 0.960
96 C -21.639 -16.315 -6.932  C97 1.554, H100 1.090, H101 1.090, H102 1.090
97 C -21.572 -17.144 -8.245  C96 1.554, C98 1.545, O99 1.405, H103 1.090
98 C -22.891 -16.991 -9.032  C97 1.545, H104 1.090, H105 1.090, H106 1.090
99 O -20.563 -16.622 -9.070  C97 1.405, H107 0.960
100 H -22.459 -16.737 -6.352  C96 1.090
101 H -21.745 -15.240 -7.079  C96 1.090
102 H -20.726 -16.555 -6.387  C96 1.090
103 H -21.369 -18.197 -8.046  C97 1.090
104 H -22.835 -17.526 -9.980  C98 1.090
105 H -22.955 -15.937 -9.303  C98 1.090
106 H -23.766 -17.291 -8.455  C98 1.090
107 H -19.772 -16.485 -8.543  O99 0.960
108 C -19.090 -9.201 -8.101  C109 1.543, H112 1.090, H113 1.090, H114 1.090
109 C -18.747 -10.258 -9.171  C108 1.543, C110 1.549, O111 1.405, H115 1.090
110 C -19.907 -10.544 -10.156  C109 1.549, H116 1.090, H117 1.090, H118 1.090
111 O -17.646 -9.796 -9.912  C109 1.405, H119 0.960
112 H -19.211 -8.221 -8.564  C108 1.090
113 H -18.286 -9.183 -7.365  C108 1.090
114 H -19.994 -9.525 -7.586  C108 1.090
115 H -18.417 -11.167 -8.667  C109 1.090
116 H -20.837 -10.872 -9.690  C110 1.090
117 H -19.669 -11.369 -10.827  C110 1.090
118 H -20.149 -9.651 -10.733  C110 1.090
119 H -17.789 -8.900 -10.224  O111 0.960
120 C -10.307 -18.875 -12.728  O121 1.412, H122 1.090, H123 1.090, H124 1.090
121 O -10.782 -17.919 -13.652  C120 1.412, H125 0.960
122 H -10.270 -18.351 -11.773  C120 1.090
123 H -10.987 -19.726 -12.681  C120 1.090
124 H -9.298 -19.192 -12.993  C120 1.090
125 H -10.184 -17.926 -14.403  O121 0.960
126 C -20.338 -24.486 -4.373  O127 1.396, H128 1.090, H129 1.090, H130 1.090
127 O -21.347 -24.757 -3.447  C126 1.396, H131 0.960
128 H -19.409 -24.832 -3.920  C126 1.090
129 H -20.402 -25.026 -5.317  C126 1.090
130 H -20.253 -23.423 -4.599  C126 1.090
131 H -22.199 -24.516 -3.818  O127 0.960

Its relative energy (zero: lowest compared OMol25 entry of this formula, charge and spin) is 119.75 kcal per mole. The value obtained for the frontier orbital gap is 4.211 eV. Its energy is -2174.09789 hartree. Its charge is -1.